Arrangement w

Molecular formula: C4H11NP
Method: DFT, wB97M-V/def2-TZVPD

Element x y z (Å)
C (1.150, 0.417, -0.477)
C (0.047, -0.586, -0.279)
C (-0.228, -1.076, 1.110)
C (-0.722, 1.453, 0.814)
N (-0.292, 0.834, -0.435)
P (-0.418, -1.622, -1.844)
H (1.706, 0.734, 0.359)
H (1.646, 0.426, -1.422)
H (0.438, -0.591, 1.849)
H (0.051, -2.075, 1.051)
H (-1.180, -1.016, 1.569)
H (-1.287, 2.275, 0.424)
H (-1.382, 0.806, 1.418)
H (0.122, 1.685, 1.403)
H (-0.548, 1.311, -1.256)
H (0.844, -2.319, -1.562)
H (0.053, -0.657, -2.720)

Molar mass: 104.1 g/mol
Total charge: +1
Spin multiplicity: 1
SMILES string: C[N@H+]1C[C@]1(C)P

Arrangement x

Molecular formula: C4H11NP
Method: DFT, wB97M-V/def2-TZVPD

Element x y z (Å)
C (-0.175, -0.956, 0.293)
C (2.240, -0.797, 0.092)
C (0.768, 0.965, -0.642)
C (-2.442, 0.912, 0.284)
N (0.961, -0.346, 0.021)
P (-1.860, -0.733, -0.245)
H (-0.095, -2.375, 0.584)
H (2.790, -0.554, -0.732)
H (2.341, -1.939, 0.242)
H (2.943, -0.380, 0.866)
H (0.574, 0.809, -1.649)
H (1.681, 1.647, -0.672)
H (-0.047, 1.537, -0.188)
H (-1.686, 1.485, 0.946)
H (-3.398, 0.740, 0.710)
H (-2.346, 1.587, -0.572)
H (-2.246, -1.601, 0.665)

Molar mass: 104.1 g/mol
Total charge: +1
Spin multiplicity: 1

Arrangement y

Molecular formula: C4H11NP
Method: DFT, wB97M-V/def2-TZVPD

Element x y z (Å)
C (0.138, 0.110, -1.367)
C (1.203, -0.518, -0.457)
C (-1.438, -0.680, 0.434)
C (0.851, 0.944, 1.937)
N (-1.046, -0.833, -0.985)
P (0.719, -0.801, 1.328)
H (0.059, 1.138, -1.108)
H (0.342, 0.017, -2.425)
H (1.413, -1.611, -0.893)
H (2.170, -0.036, -0.491)
H (-1.798, 0.285, 0.726)
H (-2.088, -1.400, 0.822)
H (1.778, 1.266, 2.286)
H (0.097, 0.900, 2.865)
H (0.546, 1.780, 1.186)
H (-1.877, -0.706, -1.546)
H (-0.664, -1.767, -1.281)

Molar mass: 104.1 g/mol
Total charge: +1
Spin multiplicity: 1

Most stable to least stable, the ends of the list are arrangement y and arrangement x.

Arrangement w

Molecular formula: C7H14
Method: DFT, wB97M-V/def2-TZVPD

Element x y z (Å)
C (1.288, 1.367, 1.070)
C (1.054, 0.491, -0.164)
C (2.025, -0.623, -0.254)
C (-0.503, -1.274, 0.927)
C (-0.368, -0.220, -0.185)
C (-1.441, 0.857, 0.014)
C (-0.604, -0.896, -1.545)
H (0.643, 2.250, 1.077)
H (2.325, 1.714, 1.090)
H (1.128, 0.803, 1.992)
H (1.056, 1.130, -1.065)
H (2.032, -0.933, -1.321)
H (0.210, -2.095, 0.798)
H (-1.517, -1.691, 0.919)
H (-0.324, -0.844, 1.917)
H (-2.434, 0.414, -0.127)
H (-1.331, 1.669, -0.713)
H (-1.410, 1.286, 1.020)
H (0.009, -1.794, -1.679)
H (-1.652, -1.205, -1.628)
H (-0.395, -0.212, -2.375)

Molar mass: 98.2 g/mol
Spin multiplicity: 1

Arrangement x

Molecular formula: C7H14
Method: DFT, wB97M-V/def2-TZVPD

Element x y z (Å)
C (-1.559, -1.126, -0.271)
C (-0.567, -0.114, -0.850)
C (-0.660, 1.344, -0.626)
C (-1.316, 1.752, 0.665)
C (0.833, 0.051, -0.145)
C (0.964, -0.692, 1.180)
C (1.989, -0.192, -1.110)
H (-1.267, -2.152, -0.523)
H (-2.550, -0.956, -0.709)
H (-1.669, -1.071, 0.815)
H (-0.400, -0.358, -1.907)
H (0.925, 1.147, 0.076)
H (-2.281, 2.166, 0.339)
H (-0.783, 2.591, 1.126)
H (-1.526, 0.992, 1.433)
H (1.926, -0.450, 1.645)
H (0.921, -1.777, 1.033)
H (0.177, -0.418, 1.890)
H (1.844, 0.401, -2.019)
H (2.940, 0.111, -0.656)
H (2.060, -1.250, -1.388)

Molar mass: 98.2 g/mol
Spin multiplicity: 1

Arrangement y

Molecular formula: C7H14
Method: DFT, wB97M-V/def2-TZVPD

Element x y z (Å)
C (1.330, 1.694, 0.147)
C (1.043, 0.316, -0.378)
C (0.638, -0.836, 0.472)
C (0.133, -0.839, 1.874)
C (-0.346, -0.249, -0.527)
C (-1.541, 0.612, -0.122)
C (-0.634, -1.090, -1.742)
H (1.159, 2.446, -0.627)
H (2.375, 1.768, 0.459)
H (0.717, 1.968, 1.008)
H (1.698, 0.016, -1.194)
H (1.075, -1.800, 0.198)
H (0.981, -1.196, 2.431)
H (-0.709, -1.527, 2.030)
H (-0.201, 0.120, 2.263)
H (-2.428, -0.002, 0.075)
H (-1.796, 1.292, -0.950)
H (-1.366, 1.235, 0.760)
H (0.234, -1.704, -2.004)
H (-1.483, -1.767, -1.571)
H (-0.878, -0.457, -2.600)

Molar mass: 98.2 g/mol
Spin multiplicity: 1
SMILES string: C[C@@H]1[C@H](C)C1(C)C

Arrangement z

Molecular formula: C7H14
Method: DFT, wB97M-V/def2-TZVPD

Element x y z (Å)
C (-0.905, 2.194, 0.445)
C (-0.976, 0.848, -0.263)
C (0.112, 0.466, -1.272)
C (0.016, -1.012, -0.837)
C (1.293, -1.842, -0.836)
C (-0.621, -0.504, 0.489)
C (0.345, -0.425, 1.672)
H (0.042, 2.300, 0.983)
H (-0.970, 3.028, -0.266)
H (-1.716, 2.331, 1.174)
H (-1.972, 0.769, -0.751)
H (-0.052, 0.699, -2.323)
H (1.066, 0.899, -0.950)
H (-0.742, -1.528, -1.439)
H (2.091, -1.360, -0.259)
H (1.131, -2.841, -0.415)
H (1.662, -1.971, -1.861)
H (-1.607, -0.860, 0.759)
H (-0.133, 0.060, 2.529)
H (1.235, 0.160, 1.408)
H (0.702, -1.410, 2.012)

Molar mass: 98.2 g/mol
Spin multiplicity: 1
SMILES string: C[C@@H]1[C@H](C)C[C@@H]1C

Most stable to least stable, the ends of the list are arrangement z and arrangement w.

Arrangement w

Molecular formula: C7H14
Method: DFT, wB97M-V/def2-TZVPD

Element x y z (Å)
C (1.449, -1.045, 0.320)
C (1.078, 0.166, -0.534)
C (2.068, 0.325, -1.693)
C (-0.286, 0.080, -1.155)
C (-1.240, 0.992, -1.018)
C (-2.520, 0.015, 1.621)
C (-1.505, -0.222, 2.442)
H (1.401, -1.966, -0.272)
H (2.470, -0.944, 0.706)
H (0.775, -1.153, 1.173)
H (1.108, 1.069, 0.092)
H (3.093, 0.457, -1.333)
H (2.041, -0.573, -2.324)
H (1.800, 1.180, -2.322)
H (-2.119, 0.968, -1.650)
H (-0.433, -0.742, -1.859)
H (-1.164, 1.792, -0.284)
H (-3.184, 0.866, 1.754)
H (-2.710, -0.616, 0.758)
H (-0.842, -1.068, 2.285)
H (-1.281, 0.419, 3.291)

Molar mass: 98.2 g/mol
Spin multiplicity: 1
SMILES string: C=CC(C)C.C=C

Arrangement x

Molecular formula: C7H14
Method: DFT, wB97M-V/def2-TZVPD

Element x y z (Å)
C (1.803, -0.794, 0.880)
C (2.266, -1.070, -0.521)
C (1.458, -1.328, -1.546)
C (-2.028, 0.053, -0.106)
C (-2.143, 0.028, 1.392)
C (-1.235, 0.831, -0.847)
C (-0.253, 1.862, -0.373)
H (0.709, -0.759, 0.932)
H (2.156, -1.571, 1.570)
H (2.197, 0.162, 1.247)
H (3.344, -1.062, -0.684)
H (1.845, -1.530, -2.541)
H (0.377, -1.341, -1.420)
H (-2.679, -0.646, -0.632)
H (-1.428, 0.695, 1.881)
H (-3.150, 0.331, 1.705)
H (-1.981, -0.985, 1.780)
H (-1.289, 0.714, -1.930)
H (0.745, 1.643, -0.772)
H (-0.178, 1.909, 0.717)
H (-0.535, 2.859, -0.733)

Molar mass: 98.2 g/mol
Spin multiplicity: 1
SMILES string: C/C=C\C.C=CC

Arrangement y

Molecular formula: C7H14
Method: DFT, wB97M-V/def2-TZVPD

Element x y z (Å)
C (2.495, -0.261, -0.182)
C (1.318, -0.402, -0.789)
C (-0.299, -1.423, 0.246)
C (-1.248, -0.603, -0.531)
C (-2.502, -0.245, 0.227)
C (0.057, 0.051, -0.183)
C (0.051, 1.208, 0.820)
H (1.842, 1.607, -1.305)
H (2.575, 0.234, 0.784)
H (3.398, -0.616, -0.652)
H (1.219, -0.936, -1.731)
H (0.134, -2.294, -0.248)
H (-0.327, -1.516, 1.319)
H (-1.400, -0.884, -1.572)
H (-2.274, -0.032, 1.278)
H (-3.040, 0.604, -0.196)
H (-3.153, -1.126, 0.214)
H (1.173, 1.876, -1.498)
H (0.964, 1.811, 0.768)
H (-0.032, 0.822, 1.838)
H (-0.787, 1.905, 0.666)

Molar mass: 98.2 g/mol
Spin multiplicity: 1
SMILES string: C=C[C@]1(C)C[C@H]1C.[H][H]

Arrangement z

Molecular formula: C7H14
Method: DFT, wB97M-V/def2-TZVPD

Element x y z (Å)
C (1.345, 0.652, 0.787)
C (0.830, -0.346, -0.259)
C (0.524, -1.758, 0.117)
C (0.222, -1.986, 1.547)
C (-0.519, 0.095, -0.940)
C (-1.604, 0.508, 0.058)
C (-0.277, 1.216, -1.953)
H (1.555, 1.624, 0.328)
H (2.281, 0.294, 1.232)
H (0.636, 0.821, 1.603)
H (1.555, -0.383, -1.085)
H (-0.885, -0.779, -1.496)
H (1.193, -2.398, 1.885)
H (-0.492, -2.803, 1.694)
H (-0.016, -1.137, 2.207)
H (-2.543, 0.703, -0.474)
H (-1.332, 1.429, 0.586)
H (-1.804, -0.266, 0.807)
H (0.465, 0.922, -2.703)
H (-1.208, 1.459, -2.478)
H (0.075, 2.131, -1.462)

Molar mass: 98.2 g/mol
Spin multiplicity: 1

Most stable to least stable, the ends of the list are arrangement x and arrangement y.

Arrangement w

Molecular formula: C7H14
Method: DFT, wB97M-V/def2-TZVPD

Element x y z (Å)
C (-1.416, 0.713, -2.385)
C (-0.187, 1.370, 0.175)
C (0.083, 0.788, 1.572)
C (1.069, -0.219, 0.942)
C (1.089, -1.644, 1.463)
C (0.457, 0.121, -0.446)
C (-0.618, -0.735, -0.993)
H (-1.241, 1.507, -0.082)
H (-1.909, 1.631, -1.978)
H (-0.592, 1.072, -3.001)
H (0.356, 2.284, -0.065)
H (0.468, 1.477, 2.324)
H (-0.804, 0.281, 1.971)
H (2.082, 0.197, 0.959)
H (0.089, -2.095, 1.442)
H (1.761, -2.284, 0.879)
H (1.433, -1.656, 2.503)
H (1.182, 0.273, -1.252)
H (-1.653, -0.362, -2.385)
H (-1.410, -1.006, -0.271)
H (-0.238, -1.715, -1.374)

Molar mass: 98.2 g/mol
Spin multiplicity: 1

Arrangement x

Molecular formula: C7H14
Method: DFT, wB97M-V/def2-TZVPD

Element x y z (Å)
C (0.865, -0.837, 1.455)
C (0.683, 0.538, 0.808)
C (1.945, 1.369, 1.048)
C (0.336, 0.429, -0.688)
C (-1.095, 0.003, -0.967)
C (-1.453, -0.909, -2.110)
C (-1.616, -1.383, -0.696)
H (1.708, -1.364, 0.986)
H (1.089, -0.741, 2.524)
H (-0.024, -1.463, 1.357)
H (-0.158, 1.046, 1.303)
H (2.107, 1.514, 2.123)
H (2.831, 0.855, 0.650)
H (1.888, 2.357, 0.577)
H (0.489, 1.410, -1.161)
H (1.042, -0.257, -1.180)
H (-1.821, 0.793, -0.777)
H (-2.342, -0.698, -2.697)
H (-0.635, -1.346, -2.678)
H (-0.926, -2.144, -0.347)
H (-2.619, -1.473, -0.286)

Molar mass: 98.2 g/mol
Spin multiplicity: 1
SMILES string: CC(C)CC1CC1

Arrangement y

Molecular formula: C7H14
Method: DFT, wB97M-V/def2-TZVPD

Element x y z (Å)
C (0.927, -1.101, 1.136)
C (1.312, -0.033, 0.112)
C (2.283, -0.615, -0.918)
C (0.105, 0.577, -0.619)
C (-1.068, 0.973, 0.252)
C (-2.420, 1.132, -0.385)
C (-2.153, -0.031, 0.528)
H (0.459, -1.965, 0.647)
H (1.817, -1.461, 1.666)
H (0.222, -0.717, 1.880)
H (1.825, 0.777, 0.652)
H (3.171, -1.043, -0.440)
H (1.791, -1.416, -1.485)
H (2.615, 0.144, -1.636)
H (0.450, 1.454, -1.186)
H (-0.256, -0.143, -1.369)
H (-0.836, 1.663, 1.063)
H (-3.076, 1.923, -0.031)
H (-2.495, 0.936, -1.452)
H (-2.046, -1.016, 0.078)
H (-2.626, -0.038, 1.506)

Molar mass: 98.2 g/mol
Spin multiplicity: 1
SMILES string: CC(C)CC1CC1

Arrangement z

Molecular formula: C7H14
Method: DFT, wB97M-V/def2-TZVPD

Element x y z (Å)
C (0.686, -1.534, -0.293)
C (0.759, -0.695, -1.575)
C (0.842, 0.821, -1.400)
C (-0.345, 1.412, -0.658)
C (-0.428, 1.026, 0.790)
C (-0.798, -0.177, 1.234)
C (-0.660, -1.450, 0.447)
H (1.495, -1.241, 0.393)
H (0.876, -2.581, -0.561)
H (-0.126, -0.929, -2.184)
H (1.633, -1.012, -2.154)
H (1.755, 1.089, -0.852)
H (0.905, 1.293, -2.387)
H (-0.314, 2.505, -0.706)
H (-1.285, 1.117, -1.148)
H (-0.169, 1.819, 1.481)
H (-0.844, 1.625, 3.089)
H (-0.575, 0.987, 3.359)
H (-1.189, -0.299, 2.238)
H (-0.722, -2.287, 1.153)
H (-1.490, -1.580, -0.259)

Molar mass: 98.2 g/mol
Spin multiplicity: 1
SMILES string: C1=CCCCCC1.[H][H]

Most stable to least stable, the ends of the list are arrangement y and arrangement w.